The following is a DFT calculation (the ωB97M-V functional and the def2-TZVPD basis) of a molecular structure, C2H9NOSi.

Properties
Orbital gap (spin up / spin down) in Eh: 0.2871 / 0.2795
Charge: 0
Calculated total energy in a.u.: -500.85504
Strongest force on any atom in eV/Å: 5.6
Highest occupied orbital energy (spin up / spin down) in eV: -6.897 / -9.817
2S+1: 3
Lowest unoccupied orbital energy (spin up / spin down) in eV: 0.92 / -2.21

Positions of all 14 atoms, in Å:
C: -0.923847 0.507974 -0.922818
C: -1.353796 -1.001371 0.862247
N: -0.867418 0.301064 0.499284
O: 0.841388 0.104731 0.847983
Si: 2.125520 0.439429 -0.058625
H: -2.028237 0.523374 -1.142289
H: -0.424579 1.460395 -1.190532
H: -0.598631 -0.284578 -1.659932
H: -2.304389 -0.673255 1.289363
H: -1.410050 -1.651483 0.067507
H: -0.739587 -1.287032 1.742284
H: 3.144764 0.050218 0.983887
H: 2.438066 -0.420465 -1.265406
H: 2.100800 1.930995 -0.052955

Force components x, y, z for each atom (eV/Å):
-1.911 1.126 -0.636
-0.412 3.353 4.414
-1.070 -1.608 -3.647
2.196 -0.930 1.381
1.638 0.218 1.460
0.720 0.630 -0.368
-0.479 -0.445 0.008
0.380 0.248 1.419
-0.814 -1.223 -0.078
-0.134 -1.562 -1.618
-0.314 -0.545 -0.819
0.393 0.145 -0.674
-0.490 0.679 0.077
0.296 -0.087 -0.918